Below is a 28-piece molecular cluster, C72H218N18O28 overall, with properties calculated with the ωB97M-V functional and the def2-TZVPD basis.

The molar mass comes out at 1784.63 g/mol. The calculation puts the LUMO energy at 0.4 eV.

Positions of all 336 atoms, in Å:
C 7.0117 -12.7354 33.4936
C 6.3677 -14.0375 33.9882
C 5.5911 -14.5877 32.7820
O 4.5434 -13.7569 32.4317
C 3.8482 -14.1936 31.2815
N 7.3638 -15.0054 34.4695
H 7.5858 -12.8731 32.5972
H 7.5056 -12.3099 34.3314
H 6.2365 -12.0906 33.1760
H 5.5877 -13.7567 34.6876
H 5.1859 -15.5904 33.1200
H 6.2058 -14.8336 31.9164
H 3.3081 -13.2807 30.9165
H 3.1269 -15.0304 31.4894
H 4.6458 -14.3930 30.4935
H 7.8621 -14.4459 35.1220
H 6.9281 -15.7627 34.9984
C 11.0640 -12.9659 35.1918
C 12.5506 -13.3372 35.3030
C 13.3264 -12.4750 36.3303
O 14.6873 -12.7670 36.4173
C 15.1638 -12.9446 37.7335
N 12.7367 -14.8113 35.5260
H 10.6820 -13.6349 34.3656
H 10.7576 -11.9286 35.0353
H 10.5530 -13.2528 36.1488
H 13.0299 -13.1892 34.3173
H 12.8552 -12.5959 37.3352
H 13.2561 -11.4321 35.9823
H 15.2009 -12.0424 38.3124
H 16.1623 -13.3468 37.6844
H 14.4448 -13.6105 38.3429
H 13.7163 -15.1498 35.4628
H 12.3852 -15.1214 36.4162
C 17.7855 -1.9121 28.8702
C 17.7896 -3.3704 29.3611
C 16.3376 -3.6871 29.6673
O 15.6343 -3.4637 28.4000
C 14.2089 -3.6686 28.4871
N 18.3206 -4.3577 28.4471
H 17.0996 -1.3502 29.4465
H 17.4401 -1.9796 27.8261
H 18.7539 -1.4705 28.8943
H 18.3313 -3.4544 30.2714
H 15.9569 -2.9552 30.3839
H 16.0904 -4.7031 30.0547
H 13.6643 -4.0080 27.5860
H 13.6738 -2.7562 28.8130
H 14.0070 -4.4138 29.3413
H 17.6849 -4.3593 27.6138
H 19.1995 -4.0659 28.0085
C 16.3919 -16.8606 28.6546
C 14.9012 -17.2452 28.5191
C 14.6405 -17.8003 27.1342
O 14.9436 -16.9110 26.0698
C 16.1389 -17.1827 25.3894
N 14.3939 -18.1997 29.5252
H 16.9452 -17.7732 28.4978
H 16.7851 -16.4745 29.5356
H 16.6596 -16.1325 27.9222
H 14.2165 -16.3795 28.5986
H 13.6120 -17.9999 27.0017
H 15.2149 -18.7593 27.0378
H 16.9859 -17.2761 26.0572
H 16.3213 -16.3233 24.7696
H 16.0233 -17.9669 24.5810
H 14.8947 -19.0744 29.4266
H 13.3988 -18.4368 29.4526
C 20.4212 -9.9357 31.1932
C 19.5066 -9.8982 32.4687
C 18.1994 -10.6080 32.3146
O 17.4296 -10.2347 31.1640
C 16.0120 -10.5230 31.2437
N 20.1859 -10.4140 33.6365
H 21.4048 -9.6002 31.4975
H 20.0394 -9.3383 30.3881
H 20.4605 -10.9287 30.7855
H 19.2995 -8.8249 32.6272
H 17.5645 -10.5335 33.1891
H 18.3993 -11.6734 32.1549
H 15.6089 -10.5931 32.2830
H 15.8401 -11.4926 30.7069
H 15.4576 -9.7317 30.7207
H 20.8614 -9.7692 34.0381
H 20.6100 -11.3135 33.4536
C 20.4985 -15.4308 35.2245
C 18.9474 -15.4348 35.3798
C 18.4616 -14.3254 34.5687
O 17.0410 -14.3250 34.7940
C 16.2213 -13.5993 33.8514
N 18.4280 -16.7327 34.8782
H 20.8421 -16.4819 35.3939
H 21.0665 -14.7416 35.8194
H 20.6388 -15.2738 34.1849
H 18.5928 -15.1667 36.3846
H 18.6982 -14.5071 33.5402
H 18.8522 -13.3740 34.8915
H 16.3425 -12.5577 33.9718
H 15.2098 -14.0160 34.0444
H 16.5432 -13.9143 32.8029
H 18.6830 -17.5260 35.4014
H 17.4283 -16.7562 34.9266
C 20.3810 -13.3362 28.9405
C 18.8828 -13.0219 28.9579
C 18.2438 -13.4453 27.7025
O 18.9193 -12.7671 26.6090
C 18.5816 -13.2633 25.3618
N 18.3692 -13.7050 30.0982
H 20.5513 -14.3421 28.5300
H 20.7510 -13.2530 29.9972
H 20.9112 -12.7068 28.3063
H 18.7426 -11.9580 29.0794
H 17.1963 -13.2136 27.6148
H 18.4003 -14.5406 27.5519
H 19.2931 -14.0343 24.9559
H 18.7587 -12.5026 24.6654
H 17.5748 -13.6495 25.3603
H 17.3868 -13.6423 30.3319
H 18.7342 -14.6649 30.1147
C 16.9874 -8.5634 27.6776
C 15.9110 -7.6407 28.2210
C 14.5634 -8.2949 28.1386
O 14.2226 -8.7252 26.8603
C 13.7283 -7.6184 26.0484
N 16.1747 -7.2980 29.6441
H 18.0264 -8.2212 27.6891
H 16.7396 -8.9440 26.6505
H 17.0863 -9.4455 28.3330
H 16.0336 -6.6460 27.7758
H 13.8436 -7.6512 28.7149
H 14.6314 -9.2180 28.6690
H 12.7032 -7.7248 25.9672
H 14.2624 -7.6889 25.1472
H 14.0068 -6.6312 26.4230
H 17.1160 -6.7779 29.7372
H 16.3771 -8.1854 30.0574
C 13.0257 -12.0282 28.8557
C 14.1054 -12.6757 28.0032
C 13.4307 -13.4258 26.8709
O 12.7593 -14.5341 27.4037
C 12.0562 -15.2420 26.3598
N 15.0605 -11.7043 27.4422
H 13.3645 -11.7919 29.8914
H 12.1321 -12.6534 29.0390
H 12.6202 -11.0751 28.4644
H 14.7269 -13.3461 28.6146
H 14.0917 -13.7206 25.9999
H 12.7457 -12.7001 26.4049
H 12.7831 -15.4056 25.5640
H 11.2251 -14.5748 26.0766
H 11.7125 -16.1741 26.8287
H 15.7737 -11.4819 28.2312
H 14.5728 -10.7480 27.3469
C 8.4891 -13.7355 28.8930
C 7.0123 -14.0633 28.6124
C 6.5492 -13.7908 27.2674
O 5.2063 -14.1734 27.1092
C 4.5754 -13.5228 26.0053
N 6.8419 -15.5416 28.9461
H 8.6718 -14.0463 29.8927
H 8.6306 -12.6520 28.8682
H 9.1336 -14.2837 28.2472
H 6.5189 -13.4545 29.3215
H 7.1996 -14.3207 26.5635
H 6.6240 -12.6949 27.1524
H 3.8010 -14.2598 25.7281
H 5.1974 -13.4803 25.0537
H 4.3301 -12.5125 26.1474
H 5.8440 -15.6906 28.9035
H 7.0989 -15.9625 28.0616
C 8.7014 -3.1820 30.5792
C 9.8171 -3.4279 29.5457
C 9.4122 -2.9771 28.1693
O 8.3221 -3.8048 27.7887
C 8.1683 -3.6905 26.3783
N 11.1047 -2.8589 29.8692
H 9.2059 -3.4740 31.5239
H 7.8200 -3.8396 30.4192
H 8.4174 -2.1244 30.6484
H 9.9436 -4.5559 29.5627
H 10.2385 -3.0041 27.4524
H 9.0410 -1.9290 28.1126
H 7.2890 -4.2273 26.0722
H 8.9653 -4.2188 25.7859
H 8.1479 -2.6707 25.9366
H 11.4153 -3.2145 30.7491
H 10.9827 -1.8366 30.0164
C 19.6396 -5.6936 31.2979
C 19.2756 -5.0672 32.6432
C 17.8342 -5.3889 33.0500
O 17.9141 -6.8038 33.2527
C 16.7397 -7.4137 33.4908
N 20.2506 -5.4862 33.6246
H 20.7375 -5.7283 31.1994
H 19.1762 -5.1998 30.4011
H 19.2204 -6.6871 31.3637
H 19.3527 -3.9948 32.5894
H 17.1105 -5.1245 32.2943
H 17.5294 -4.8295 33.9526
H 16.2880 -7.0458 34.4317
H 17.0222 -8.4346 33.6401
H 15.9911 -7.1931 32.6985
H 20.0755 -6.4941 33.8155
H 20.0856 -4.9971 34.4676
C 11.2889 -9.3370 37.3214
C 10.7964 -7.9194 37.5305
C 9.3481 -7.7184 37.2328
O 8.9703 -8.2470 35.9150
C 7.5647 -8.1222 35.6689
N 10.9245 -7.3797 38.9163
H 11.3377 -9.5744 36.2054
H 10.6758 -10.1577 37.6961
H 12.3755 -9.4206 37.5568
H 11.3694 -7.2382 36.8779
H 9.2860 -6.6321 37.3528
H 8.7666 -8.1905 38.0616
H 7.2975 -8.6414 34.7854
H 7.4333 -7.0534 35.5896
H 7.0328 -8.6135 36.5052
H 11.7825 -6.8953 39.0568
H 10.7630 -8.1091 39.6400
C 6.7089 -7.5388 29.9544
C 7.8915 -8.3293 30.5062
C 7.8705 -9.7463 29.7355
O 6.5781 -10.3582 29.6560
C 6.2180 -10.9016 30.8722
N 9.2665 -7.7574 30.3320
H 5.8082 -8.0565 30.3143
H 6.6423 -7.6268 28.8676
H 6.7587 -6.4725 30.1654
H 7.7670 -8.4900 31.5632
H 8.6265 -10.4349 30.2587
H 8.1289 -9.6462 28.7198
H 6.3220 -10.3218 31.7705
H 6.6612 -11.8948 30.9545
H 5.1269 -11.1123 30.7167
H 9.5989 -7.7799 29.3576
H 9.3031 -6.8306 30.6802
C 10.8904 -16.7318 29.7494
C 10.0714 -17.9824 30.0952
C 10.6241 -18.7210 31.2963
O 11.8573 -19.3279 30.9238
C 12.6326 -19.8674 32.0751
N 8.6729 -17.5675 30.4569
H 10.6468 -16.2759 28.8343
H 11.9637 -17.0016 29.6262
H 10.8601 -15.8807 30.5366
H 10.1922 -18.7160 29.3281
H 9.9359 -19.5330 31.6677
H 10.7396 -18.1354 32.1528
H 12.3612 -20.9605 32.1557
H 12.4276 -19.4366 33.0438
H 13.6624 -19.9258 31.8256
H 8.3660 -16.8163 29.8284
H 7.9632 -18.2330 30.2798
C 13.6575 -3.1313 33.0458
C 12.5255 -3.9505 33.5927
C 11.5409 -3.0471 34.3831
O 10.6142 -3.8309 35.1265
C 9.8617 -3.0336 36.0515
N 11.7506 -4.5392 32.5031
H 14.1994 -3.6620 32.2488
H 14.2845 -2.9495 33.9868
H 13.2481 -2.1700 32.6780
H 12.8819 -4.7801 34.2442
H 10.9553 -2.4574 33.7228
H 12.1679 -2.2852 34.9002
H 9.1407 -2.3208 35.5151
H 10.5006 -2.3873 36.6112
H 9.3520 -3.7661 36.6541
H 10.9281 -5.0880 32.8446
H 12.3302 -5.1462 31.8774
C 13.1556 -9.7572 33.3328
C 12.3825 -9.6461 31.9952
C 11.2797 -10.6794 31.7941
O 11.7437 -11.9939 31.9177
C 10.7559 -12.8708 31.4968
N 11.8446 -8.3007 31.9463
H 13.9285 -9.0347 33.3895
H 13.5167 -10.7920 33.4840
H 12.4398 -9.4699 34.1480
H 13.0279 -9.7012 31.1746
H 10.8949 -10.5412 30.7948
H 10.5141 -10.5475 32.5582
H 10.2462 -12.5087 30.6098
H 10.0761 -13.0455 32.3656
H 11.2057 -13.8449 31.3107
H 11.2372 -8.0186 32.7258
H 11.1835 -8.2964 31.1416
C 6.0549 -9.2924 24.9902
C 7.1693 -8.3902 25.5144
C 8.5017 -9.1353 25.3702
O 8.5261 -10.3112 26.1598
C 9.8625 -10.6407 26.5369
N 7.3045 -7.2365 24.6436
H 5.0825 -9.0719 25.4379
H 6.1508 -10.4272 25.1227
H 5.9889 -9.0837 23.9158
H 7.0525 -8.1650 26.6176
H 9.3398 -8.5166 25.6143
H 8.6902 -9.3405 24.3006
H 10.3212 -9.7960 27.0572
H 10.5423 -10.9310 25.6982
H 9.7343 -11.4755 27.2167
H 8.2623 -6.8706 24.7307
H 6.6428 -6.5316 24.6729
O 11.8407 -5.6947 29.2678
H 12.5455 -6.1705 29.7362
H 12.0061 -4.7400 29.3102
O 15.3153 -16.4902 35.0348
H 15.1702 -16.6143 34.1101
H 15.9540 -15.7548 35.2004
O 17.8450 -17.8952 31.9636
H 17.0672 -17.4261 32.2419
H 18.3994 -17.9225 32.7519
O 9.7338 -6.2778 27.3419
H 9.2643 -5.5681 27.7160
H 10.5684 -6.2091 27.8004
O 14.7419 -14.0734 30.7747
H 13.8070 -13.8768 30.5758
H 14.7161 -14.9692 31.3146
O 12.2226 -15.8771 32.9050
H 12.2868 -15.6389 33.8850
H 11.2903 -15.7136 32.6190
O 13.9633 -6.5074 31.0939
H 13.3789 -7.2327 31.3932
H 14.7752 -6.7941 30.5426
O 9.1300 -15.6221 32.3185
H 8.5729 -15.4217 33.0987
H 8.8137 -16.4867 32.0339
O 10.0663 -6.8711 34.0116
H 9.8900 -7.4556 34.7361
H 9.8791 -5.9840 34.2987
O 14.7718 -17.0142 32.2810
H 13.8156 -16.9524 32.4543
H 14.7192 -17.3508 31.3256

Atom charges from the Löwdin analysis, given in e for atoms 1 to 6: number 1, C, carries -0.04; number 2, C, carries -0.39; number 3, C, carries -0.25; number 4, O, carries -0.20; number 5, C, carries -0.09; number 6, N, carries 0.05

Below is C15H5BrCl5N9O4Sn as an isolated structure, with properties calculated with the ωB97M-V functional and the def2-TZVPD basis.

The molar mass comes out at 751.14 g/mol. The calculation puts the LUMO energy (spin up / spin down) at 3.6 / 3.6 eV. Its net charge is -2. As for the relative energy (zero: lowest compared OMol25 entry of this formula, charge and spin): 145.7 kJ/mol.

Positions of all 40 atoms, in Å:
Sn -0.6457 -1.1635 -0.1168
Cl -3.8371 0.0507 1.4271
C -3.6288 0.6590 -0.1624
C -2.4878 0.3311 -0.8782
C -2.3981 0.8188 -2.1760
Cl -1.0256 0.4204 -3.1147
C -3.3949 1.6098 -2.7431
Cl -3.2530 2.1809 -4.3601
C -4.5119 1.9457 -1.9905
Cl -5.7487 2.9217 -2.6763
C -4.6349 1.4675 -0.6930
Cl -6.0222 1.8867 0.2342
N -1.7192 -1.7337 3.3971
C -2.2600 -2.5944 2.4862
N -3.1170 -3.5469 2.8249
N -3.3925 -4.1673 1.6747
N -2.7540 -3.6417 0.7057
N -2.0083 -2.6295 1.1691
C -1.1034 -0.5504 3.1260
N -0.8631 0.3574 4.0606
N -0.2465 1.3511 3.4130
N -0.1154 1.0806 2.1762
N -0.6453 -0.1229 1.9376
H -2.0944 -1.8129 4.3294
O -0.2295 -2.6716 -1.8234
O 0.5416 -2.3340 -2.7971
Br 7.7663 2.0889 -1.5890
C 6.0427 1.4116 -1.0912
C 4.9774 1.6103 -1.9478
C 3.7489 1.0766 -1.6055
C 3.5846 0.3526 -0.4334
C 4.6661 0.1947 0.4229
C 5.9032 0.7336 0.1039
C 2.2143 -0.2592 -0.1425
O 2.1336 -1.1699 0.6810
O 1.2788 0.2345 -0.8125
H 5.1006 2.1571 -2.8700
H 2.8930 1.1991 -2.2474
H 4.5345 -0.3610 1.3376
H 6.7516 0.6183 0.7637

Atom charges from the natural (NBO) analysis, given in e for atoms 1 to 6: number 1, Sn, carries 1.62; number 2, Cl, carries 0.03; number 3, C, carries 0.02; number 4, C, carries -0.38; number 5, C, carries -0.09; number 6, Cl, carries 0.07

Energy in eV, matching the order above: -162341.40277, -175720.93406